Computed, not measured: C20H19ClFN3O4 in the gas phase at a distorted geometry, with ωB97M-V/def2-TZVPD.

Results
2S+1   1
DFT total energy   -1798.197781 Ha
E_LUMO   -0.0080 Ha
Largest force on an atom   17.60 eV/Å
Gap between HOMO and LUMO   7.726 eV
SMILES   COc1ccc(CCNC(=O)c2nnc(Cc3c(F)cccc3Cl)o2)cc1OC
Net charge   0

```
48
Properties=species:S:1:pos:R:3:lowdin_charge:R:1
C -0.133 -3.326 -2.032 -0.160
H 0.768 -4.074 -2.056 0.131
O -0.165 -2.711 -0.846 -0.096
C -1.203 -1.859 -0.645 -0.207
C -2.101 -1.522 -1.733 0.089
C -3.103 -0.441 -1.217 0.054
C -3.235 0.016 0.183 -0.286
C -2.299 -0.324 0.869 -0.131
C -1.370 -1.266 0.592 -0.110
O -0.347 -1.809 1.555 -0.162
C -0.326 -0.913 2.828 0.011
H -0.263 0.066 2.587 0.011
H -1.104 -1.506 3.342 0.096
H 0.654 -1.432 3.304 0.130
H -2.356 0.028 1.866 0.127
C -4.200 1.203 0.476 -0.027
H -4.817 0.721 1.141 0.079
H -4.713 1.454 -0.473 0.100
C -3.317 2.587 0.853 -0.215
N -2.243 2.814 0.299 0.066
C -1.050 2.445 0.589 -0.227
O -0.885 2.278 1.997 -0.087
C 0.042 2.563 -0.308 -0.291
N -0.153 2.817 -1.443 0.122
N 1.079 2.682 -2.461 0.182
C 1.961 2.065 -1.320 -0.215
O 1.293 1.804 -0.107 0.092
C 3.303 1.704 -1.499 0.023
C 3.374 0.306 -0.464 -0.064
C 2.554 -0.730 -0.536 -0.268
C 2.576 -1.672 0.184 -0.082
C 3.574 -1.891 1.016 0.011
C 4.603 -0.837 1.214 -0.068
C 4.465 0.090 0.324 -0.610
Cl 5.669 1.377 0.460 0.704
H 5.429 -0.738 1.934 0.116
H 3.691 -2.699 1.645 0.090
H 1.779 -2.500 0.451 0.194
F 1.502 -0.560 -1.493 0.051
H 3.301 1.419 -2.424 0.070
H 4.057 2.247 -1.031 0.051
H -2.418 2.971 -0.579 0.110
H -3.216 2.274 1.982 0.168
H -4.139 3.203 0.902 0.101
H -3.803 0.080 -2.118 0.145
H -1.931 -1.783 -2.602 -0.008
H 0.183 -2.657 -2.789 0.076
H -0.970 -3.964 -2.416 0.116
```

***

Computed, not measured: a molecular structure, C18H24ClNO4 at a distorted geometry, with ωB97M-V/def2-TZVPD.

Results
2S+1   1
DFT total energy   -1516.030186 Ha
E_LUMO   0.0197 Ha
Largest force on an atom   5.84 eV/Å
Gap between HOMO and LUMO   7.625 eV
Net charge   0

```
48
Properties=species:S:1:pos:R:3:lowdin_charge:R:1
C 2.197 3.560 1.345 -0.065
C 0.759 3.564 0.927 -0.158
O 0.111 2.376 1.528 -0.016
C -0.843 1.789 0.830 -0.458
C -1.599 0.620 1.546 -0.445
Cl -2.662 1.443 2.729 0.802
C -0.521 -0.222 2.383 -0.423
O -0.809 -1.297 2.866 0.074
O 0.700 0.251 2.588 0.006
C 1.507 -0.691 3.375 -0.185
C 2.902 -0.171 3.403 -0.067
O -1.136 2.163 -0.296 0.100
H 2.673 4.483 1.021 0.080
H 2.295 3.489 2.429 0.081
H 2.744 2.737 0.882 0.082
H 0.230 4.432 1.328 0.133
H 0.593 3.496 -0.138 0.113
H 1.058 -0.762 4.369 0.136
H 1.431 -1.641 2.859 0.126
H 3.485 -0.817 4.060 0.082
H 3.373 -0.243 2.420 0.083
H 3.020 0.850 3.774 0.082
C -5.506 -2.545 1.633 -0.149
C -4.657 -2.654 2.908 -0.151
C -3.584 -1.566 2.809 -0.180
N -3.776 -0.900 1.534 -0.109
C -2.914 0.005 0.925 -0.368
C -3.617 0.777 -0.180 -0.195
C -4.848 1.485 -0.104 -0.045
C -5.411 1.987 -1.281 -0.086
C -4.740 1.892 -2.509 -0.091
C -3.500 1.244 -2.568 -0.062
C -2.952 0.700 -1.393 -0.062
C -5.009 -1.281 0.890 -0.167
H -5.360 -3.392 0.951 0.104
H -6.575 -2.443 1.840 0.103
H -5.299 -2.501 3.780 0.102
H -4.197 -3.634 3.009 0.101
H -3.674 -0.876 3.667 0.093
H -2.576 -1.992 2.871 0.092
H -1.907 -0.423 0.506 0.146
H -5.312 1.652 0.867 0.111
H -6.430 2.414 -1.262 0.106
H -5.233 2.223 -3.420 0.096
H -3.001 1.111 -3.514 0.096
H -1.981 0.226 -1.447 0.110
H -4.886 -1.419 -0.206 0.134
H -5.800 -0.500 0.995 0.106
```

***

Computed, not measured: a molecular structure, C28H36AsN2O4S6Tc at a distorted geometry, with ωB97M-V/def2-TZVPD.

Results
2S+1   1
DFT total energy   -6204.682651 Ha
E_LUMO (alpha / beta)   -0.0389 / -0.0388 Ha
Largest force on an atom   2.27 eV/Å
Gap between HOMO and LUMO (alpha / beta)   5.821 / 5.824 eV
Net charge   0

```
78
Properties=species:S:1:pos:R:3:lowdin_charge:R:1
Tc -0.033 0.177 -0.389 1.421
C -6.627 1.115 -1.174 -0.086
C -5.211 0.827 -1.570 -0.698
S -3.804 1.098 -0.533 0.654
C -4.651 0.362 -2.694 -0.697
C -5.224 -0.067 -4.003 -0.083
S -2.928 0.368 -2.281 0.626
H -6.651 1.833 -0.354 0.073
H -7.144 0.210 -0.848 0.082
H -7.180 1.538 -2.014 0.079
H -6.264 0.258 -4.077 0.078
H -5.196 -1.154 -4.113 0.080
H -4.664 0.366 -4.836 0.077
S 4.431 1.315 2.697 -0.117
As 4.959 -0.899 1.986 0.146
S 2.533 0.984 1.949 -0.136
S 3.076 -0.366 0.439 -0.110
S 4.043 -2.196 3.293 -0.228
C 3.818 3.978 -1.514 0.002
C 2.400 3.515 -1.444 -0.277
C 1.195 4.165 -1.650 0.033
C 0.193 3.228 -1.389 -0.304
N 0.763 2.060 -1.057 -0.076
N 2.102 2.264 -1.104 0.017
C -1.284 3.414 -1.435 -0.042
H 3.877 4.962 -1.976 0.083
H 4.424 3.279 -2.095 0.088
H 4.246 4.034 -0.511 0.092
H 1.051 5.197 -1.939 0.118
H 2.728 1.520 -0.777 0.005
H -1.525 4.468 -1.567 0.088
H -1.738 3.068 -0.506 0.038
H -1.723 2.846 -2.256 0.035
O 0.278 -1.064 2.139 -0.085
C -0.651 -0.955 3.122 -0.255
C -0.786 -1.937 4.096 -0.002
C -1.779 -1.834 5.052 -0.062
C -2.652 -0.748 5.050 -0.074
C -2.492 0.245 4.104 -0.008
C -1.494 0.161 3.133 -0.068
C -1.365 1.305 2.191 -0.473
O -1.814 2.385 2.389 0.147
O -0.658 1.047 1.035 -0.327
H 1.002 -1.665 2.373 0.074
H -0.101 -2.781 4.092 0.127
H -1.881 -2.610 5.801 0.110
H -3.432 -0.669 5.797 0.105
H -3.128 1.123 4.101 0.124
C 0.252 -3.682 -0.098 -0.047
C -1.139 -3.492 -0.720 -0.349
C -2.052 -2.613 0.139 -0.046
C -1.050 -3.025 -2.166 -0.141
C -1.734 -3.745 -3.137 -0.030
C -1.570 -3.472 -4.483 -0.067
C -0.630 -2.531 -4.869 -0.032
C 0.064 -1.762 -3.941 -0.135
C 1.189 -0.873 -4.457 -0.357
C 2.535 -1.423 -3.957 -0.047
C 1.066 0.613 -4.114 -0.059
C -0.249 -1.958 -2.590 -0.196
O 0.190 -1.031 -1.628 -0.349
H 0.163 -4.150 0.888 0.088
H 0.785 -2.743 0.025 0.038
H 0.867 -4.331 -0.726 0.091
H -1.599 -4.479 -0.759 0.129
H -1.681 -1.584 0.213 0.028
H -2.125 -3.009 1.156 0.089
H -3.056 -2.555 -0.287 0.087
H -2.393 -4.548 -2.820 0.118
H -2.136 -4.021 -5.227 0.107
H -0.421 -2.380 -5.923 0.116
H 1.164 -0.964 -5.544 0.125
H 2.617 -1.298 -2.873 0.069
H 3.368 -0.885 -4.420 0.083
H 2.637 -2.485 -4.191 0.086
H 1.301 0.779 -3.072 0.030
H 0.058 0.994 -4.313 0.086
H 1.778 1.193 -4.709 0.087
```

***

Computed, not measured: a molecular structure, C24H64AsF6N4O7 at a distorted geometry, with ωB97M-V/def2-TZVPD.

Results
Expectation value of S²   0.750
2S+1   2
DFT total energy   -4533.329614 Ha
E_LUMO (alpha / beta)   0.1433 / 0.1422 Ha
Largest force on an atom   3.09 eV/Å
Gap between HOMO and LUMO (alpha / beta)   1.238 / 7.716 eV
Net charge   -2

```
106
Properties=species:S:1:pos:R:3:lowdin_spin:R:1
As -1.525 0.727 -0.718 0.002
F -1.422 1.937 0.594 0.001
F -2.567 1.827 -1.869 0.001
F -1.704 -0.512 -2.025 0.001
F -0.517 -0.347 0.255 0.001
F -3.048 0.119 -0.034 0.001
F -0.059 1.434 -1.493 0.001
C -2.304 -2.672 6.604 0.036
C -1.447 -3.016 5.355 0.001
C -1.751 -2.072 4.108 0.002
C -0.676 -1.868 3.027 0.004
C 0.522 -1.392 3.749 0.007
C 1.053 -2.387 4.848 0.002
N -0.028 -2.806 5.797 0.006
O 0.392 -3.862 6.625 0.087
C 1.816 -3.619 4.276 0.111
C 2.180 -1.593 5.676 0.071
C -1.675 -4.433 5.003 0.059
H -3.328 -2.366 6.392 0.005
H -1.792 -1.866 7.129 0.008
H -2.344 -3.469 7.347 0.011
H -2.573 -2.458 3.504 0.001
H -2.047 -1.124 4.557 0.000
H -1.042 -1.070 2.380 0.001
H -0.469 -2.709 2.364 0.006
H 0.408 -0.367 4.102 0.003
H 1.366 -1.209 3.085 0.003
H 2.624 -3.272 3.631 0.025
H 2.416 -4.076 5.063 0.019
H 1.234 -4.414 3.811 0.027
H 2.598 -2.291 6.401 0.015
H 2.992 -1.172 5.083 0.016
H 1.642 -0.852 6.267 0.008
H -1.779 -5.097 5.861 0.011
H -0.827 -4.759 4.401 0.012
H -2.627 -4.622 4.508 0.008
H 0.327 -3.407 7.468 0.019
C -4.320 0.741 3.067 0.004
O -3.117 1.343 3.584 0.003
H -4.671 1.301 2.201 0.000
H -4.127 -0.241 2.635 0.001
H -5.057 0.589 3.856 0.001
H -2.574 1.388 2.794 0.000
C -0.303 -3.498 -1.668 0.045
O 0.485 -3.844 -2.776 0.104
H 0.401 -2.895 -1.095 0.004
H -1.211 -2.924 -1.853 0.003
H -0.638 -4.352 -1.078 0.026
H 0.876 -4.692 -2.552 0.029
C -4.059 -3.251 -0.549 0.014
O -3.815 -2.874 0.772 0.010
H -3.896 -2.493 -1.316 0.001
H -3.295 -4.014 -0.699 0.005
H -5.050 -3.684 -0.680 0.001
H -2.989 -2.395 0.867 0.001
C 4.187 6.875 -2.675 0.002
C 3.261 5.647 -2.786 0.000
C 1.752 5.849 -2.404 0.001
O 1.038 4.516 -2.498 0.000
C -0.306 4.712 -1.981 0.000
N 3.267 5.080 -4.107 0.000
H 4.135 7.451 -3.599 0.000
H 5.247 6.727 -2.468 0.001
H 3.821 7.478 -1.843 0.000
H 3.625 4.796 -2.210 0.000
H 1.316 6.540 -3.126 0.000
H 1.570 6.326 -1.441 0.000
H -0.894 3.800 -2.086 0.000
H -0.788 5.454 -2.618 0.000
H -0.414 5.034 -0.945 0.000
H 2.875 5.642 -4.848 0.000
H 4.238 4.857 -4.268 0.000
C 3.304 -1.767 -1.051 0.059
C 2.747 -0.475 -1.627 0.002
C 3.040 0.718 -0.718 0.006
O 2.547 1.976 -1.203 0.002
C 2.523 2.951 -0.175 0.005
N 3.352 -0.364 -2.918 0.003
H 2.811 -2.670 -1.410 0.013
H 3.219 -1.797 0.035 0.012
H 4.365 -1.960 -1.207 0.012
H 1.672 -0.655 -1.634 0.001
H 4.106 0.856 -0.539 0.003
H 2.611 0.356 0.217 0.002
H 3.305 2.797 0.568 0.003
H 1.541 3.106 0.274 0.001
H 2.675 3.975 -0.515 0.000
H 4.342 -0.208 -2.799 0.001
H 3.327 -1.285 -3.332 0.005
C -1.739 -1.701 -5.224 0.009
C -1.053 -0.362 -5.182 0.002
C -1.924 0.925 -5.189 0.000
O -1.134 2.160 -4.963 0.000
C -2.036 3.289 -4.967 0.000
N 0.048 -0.406 -4.196 0.002
H -2.387 -1.713 -4.348 0.001
H -1.016 -2.503 -5.376 0.004
H -2.445 -1.694 -6.055 0.001
H -0.710 -0.374 -6.217 0.000
H -2.662 0.883 -4.388 0.000
H -2.532 1.085 -6.080 0.000
H -2.667 3.510 -5.827 0.000
H -1.444 4.194 -4.829 0.000
H -2.622 3.323 -4.049 0.000
H 0.625 -1.201 -4.433 0.003
H -0.382 -0.821 -3.382 0.001
```

***

Computed, not measured: a molecular structure, C21H24N3O3RuS3Si at a distorted geometry, with ωB97M-V/def2-TZVPD.

Results
Expectation value of S²   0.762
2S+1   2
DFT total energy   -2783.418316 Ha
E_LUMO (alpha / beta)   -0.0483 / -0.0483 Ha
Largest force on an atom   4.67 eV/Å
Gap between HOMO and LUMO (alpha / beta)   5.111 / 5.078 eV
Net charge   0

```
56
Properties=species:S:1:pos:R:3:lowdin_spin:R:1
Ru -1.447 0.310 0.107 0.938
O 0.800 1.151 0.411 0.030
N 1.488 0.743 1.540 -0.002
N 0.734 0.286 2.497 0.009
O -0.563 0.094 2.411 0.009
C 1.370 0.044 3.701 0.000
C 0.625 -0.206 4.859 0.002
C 1.273 -0.337 6.068 0.000
C 2.655 -0.250 6.139 0.002
C 3.397 -0.034 4.985 0.000
C 2.770 0.107 3.769 0.002
H -0.450 -0.266 4.804 0.000
H 0.698 -0.496 6.968 0.000
H 3.154 -0.361 7.089 0.000
H 4.473 0.029 5.042 0.000
H 3.329 0.259 2.862 0.000
C 1.115 2.878 -1.766 0.001
Si 0.551 2.778 0.044 0.002
C 1.364 3.828 1.410 0.000
C -1.344 3.034 0.188 -0.001
C -2.075 3.712 -0.791 -0.002
C -3.427 3.970 -0.631 0.001
C -4.089 3.557 0.515 -0.002
C -3.393 2.868 1.495 0.002
C -2.036 2.606 1.336 -0.004
H 0.996 3.888 -2.140 0.000
H 0.510 2.215 -2.383 0.000
H 2.156 2.593 -1.887 0.000
H 1.237 4.887 1.214 0.000
H 2.427 3.626 1.494 0.000
H 0.923 3.622 2.384 0.000
H -1.578 4.054 -1.687 0.000
H -3.973 4.490 -1.402 0.000
H -5.140 3.773 0.644 0.000
H -3.888 2.553 2.403 0.000
H -1.487 2.185 2.177 0.000
S -0.392 -1.910 -0.242 -0.003
C -1.937 -2.357 0.359 0.000
N -2.234 -2.066 1.674 0.002
C -3.368 -2.529 2.265 -0.001
C -4.277 -3.261 1.555 -0.001
C -4.044 -3.524 0.194 -0.001
C -2.867 -3.082 -0.386 0.000
H -1.564 -1.471 2.185 0.000
H -3.491 -2.291 3.310 0.000
H -5.162 -3.638 2.041 0.000
H -4.770 -4.067 -0.392 0.000
H -2.630 -3.308 -1.412 0.000
C -5.231 0.000 0.495 0.004
O -3.988 0.160 -0.174 0.029
C -4.020 0.719 -1.420 0.000
S -5.410 1.264 -2.104 -0.001
S -2.496 0.748 -2.157 -0.017
H -5.729 0.967 0.607 0.000
H -5.001 -0.422 1.470 0.000
H -5.873 -0.683 -0.068 0.000
```

***

Computed, not measured: a molecular structure, C8H21BF4IOP2Sm at a distorted geometry, with ωB97M-V/def2-TZVPD.

Results
Expectation value of S²   8.770
2S+1   6
DFT total energy   -2454.970790 Ha
E_LUMO (alpha / beta)   -0.3229 / -0.2902 Ha
Largest force on an atom   6.24 eV/Å
Gap between HOMO and LUMO (alpha / beta)   7.232 / 8.128 eV
Net charge   +2

```
39
Properties=species:S:1:pos:R:3:lowdin_spin:R:1
C 2.217 -4.947 -1.133 -0.001
I 1.591 -2.957 -0.223 -0.004
H 1.487 -5.189 -1.919 0.000
H 2.223 -5.738 -0.384 0.000
H 3.212 -4.857 -1.571 0.000
Sm -0.322 -0.124 -0.474 5.082
P -1.784 -1.003 1.567 -0.023
C -1.187 -1.533 3.158 -0.003
C -3.265 0.025 1.773 -0.003
H -4.075 -0.512 2.306 -0.001
H -3.163 -2.990 1.190 -0.001
H -3.667 0.373 0.811 0.000
H -2.740 -2.233 -0.368 0.000
H -0.856 -0.652 3.719 0.000
H -3.015 0.953 2.302 0.000
C -2.351 -2.494 0.627 -0.005
H -1.961 -2.068 3.738 -0.001
H -1.527 -3.201 0.458 0.000
H -0.307 -2.175 3.041 0.000
P 1.445 1.554 -1.553 -0.019
C 3.095 1.873 -0.969 -0.001
C 1.528 0.592 -3.130 -0.004
H -0.391 2.987 -2.330 0.000
H 1.199 3.665 -2.789 -0.001
H 0.548 3.763 -1.104 0.000
C 0.646 3.126 -1.995 -0.003
H 0.526 0.370 -3.531 0.000
H 2.080 1.186 -3.881 -0.001
H 3.697 2.429 -1.713 -0.001
H 3.598 0.933 -0.717 0.000
H 2.026 -0.374 -2.979 0.000
H 3.033 2.451 -0.040 0.000
C 1.369 0.062 1.439 -0.005
O 2.156 0.123 2.302 0.003
F -0.873 1.771 0.514 -0.007
B -1.510 3.589 0.943 0.000
F -2.075 3.824 -0.254 0.000
F -2.289 3.239 1.975 0.000
F -0.318 4.161 1.194 0.000
```